An isolated ion of composition C3H11N3O and charge +2 in a non-equilibrium geometry, computed with the ωB97M-V functional and the def2-TZVPD basis.

Last column: Mulliken charge in e.
Cartesian coordinates (Å):
C -1.74 -0.14 -0.04  -1.3739
C -0.60 0.50 0.67  0.1234
N -0.81 1.97 1.17  -0.2204
O 0.57 0.53 -0.27  -0.3427
C 1.30 -0.68 -0.59  0.7117
N 1.13 -1.94 -0.10  -0.3021
N 2.11 -0.48 -1.61  -0.3486
H -2.00 0.30 -1.05  0.4192
H -2.70 -0.10 0.55  0.4721
H -1.52 -1.19 -0.17  0.4058
H -0.41 0.02 1.55  0.3069
H -1.05 2.02 2.13  0.3690
H 0.02 2.52 1.05  0.3181
H -1.66 2.16 0.53  0.4342
H 1.82 -2.51 -0.48  0.2515
H 0.85 -2.03 0.82  0.2638
H 2.27 -1.34 -2.16  0.2458
H 2.42 0.39 -2.01  0.2661

ΔE to the lowest compared entry with this formula, charge and spin (kJ/mol): 14.6
LUMO level (Ha): -0.284
Structure (SMILES): C[C@H]([NH3+])OC(N)=[NH2+]
E_tot (a.u.): -359.75204
Charge: +2